The following is a DFT calculation (the ωB97M-V functional and the def2-TZVPD basis) of a structure of composition C38H61CdClN12O3S5 at a distorted geometry.

## Properties
Orbital gap ... 4.89 eV
Multiplicity ... 1
LUMO level ... -0.4 eV
M ... 1042.19 g/mol
HOMO level ... -5.24 eV

Last column: Mulliken charge in e.
Element x y z (Å)
Cd -0.679 -0.197 -0.083  6.003
C -4.273 -3.724 -2.159  -1.070
N -3.185 -3.856 -1.218  0.338
C -2.982 -5.194 -0.701  -0.989
C -2.082 -2.992 -1.242  -0.621
N -2.150 -1.792 -0.765  0.202
C -3.417 -1.274 -0.279  -1.295
C -3.566 0.168 -0.751  -1.064
N -2.585 1.066 -0.137  0.191
C -3.034 1.523 1.191  -1.001
C -2.477 0.827 2.467  -1.025
N -1.617 -0.330 2.261  0.946
C -1.019 -0.916 3.495  -1.599
N 0.308 -1.298 3.358  0.940
C 1.227 -0.284 2.873  -1.150
C 0.414 -3.469 2.123  -1.871
N -1.418 -0.301 4.709  0.374
C -2.512 -0.868 5.487  -1.180
C -0.337 0.126 5.588  -0.335
C -2.381 2.256 -0.986  0.258
C -1.812 2.028 -2.391  -1.140
N -0.497 1.451 -2.309  0.639
C 0.473 1.722 -3.415  -0.719
N -0.204 2.137 -4.628  0.671
C -0.553 1.194 -5.666  -0.962
C 0.036 3.465 -5.155  -1.198
N 1.451 2.696 -3.051  0.306
C 1.535 3.071 -1.655  -0.865
C 2.754 2.520 -3.657  -1.266
N -0.931 -3.552 -1.710  0.304
C -0.990 -4.319 -2.938  -1.115
C 0.377 -2.968 -1.540  0.126
H -4.208 -4.484 -2.949  0.382
H -4.243 -2.745 -2.631  0.281
H -5.230 -3.853 -1.647  0.330
H -3.860 -5.468 -0.111  0.357
H -2.113 -5.200 -0.048  0.242
H -2.845 -5.952 -1.482  0.336
H -3.437 -1.309 0.811  -0.183
H -4.268 -1.854 -0.634  0.791
H -4.594 0.507 -0.551  0.459
H -3.407 0.170 -1.831  0.280
H -4.129 1.475 1.223  0.461
H -2.755 2.572 1.288  0.426
H -3.329 0.569 3.108  0.152
H -1.872 1.558 3.016  0.362
H 0.674 0.652 2.797  0.632
H 1.645 -0.539 1.893  -0.484
H 2.049 -0.164 3.584  0.488
H -0.638 -3.736 2.078  0.595
H 1.003 -4.381 2.077  0.636
H 0.666 -2.829 1.279  -0.380
H -3.279 -1.274 4.833  0.436
H -2.946 -0.067 6.086  0.405
H -2.160 -1.665 6.152  0.271
H 0.351 0.778 5.055  0.087
H 0.219 -0.706 6.027  -0.099
H -0.789 0.690 6.401  0.411
H -1.646 2.872 -0.462  -1.062
H -3.329 2.805 -1.082  0.476
H -1.701 3.015 -2.853  0.620
H -2.459 1.430 -3.047  0.076
H -1.058 0.324 -5.249  0.185
H 0.309 0.862 -6.266  0.247
H -1.253 1.689 -6.341  0.410
H 0.309 4.134 -4.346  0.376
H -0.888 3.821 -5.621  0.353
H 0.833 3.486 -5.910  0.356
H 0.544 3.334 -1.299  0.129
H 2.182 3.945 -1.576  0.491
H 1.934 2.273 -1.021  0.078
H 2.649 2.053 -4.631  0.378
H 3.417 1.903 -3.042  0.334
H 3.206 3.504 -3.786  0.363
H -1.935 -4.837 -3.048  0.366
H -0.181 -5.048 -2.950  0.342
H -0.861 -3.647 -3.797  0.231
H 0.418 -2.375 -0.628  -1.530
H 0.646 -2.330 -2.387  0.376
H 1.110 -3.776 -1.471  0.583
Cl 5.463 -1.808 -3.989  -0.261
C 4.202 -1.270 -2.924  -0.284
C 4.372 -1.342 -1.550  -0.904
C 3.373 -0.880 -0.728  -1.033
C 2.165 -0.331 -1.215  0.594
O 1.306 0.138 -0.339  0.475
C 2.007 -0.301 -2.626  -1.304
C 0.768 0.176 -3.331  0.278
O -0.460 0.023 -2.597  -0.868
C 3.024 -0.780 -3.449  -1.055
H 5.272 -1.766 -1.133  0.473
H 3.497 -0.931 0.343  0.330
H 0.695 -0.341 -4.292  1.210
H 2.895 -0.764 -4.523  0.516
C 4.022 -4.148 1.945  -1.045
S 3.383 -2.502 2.466  0.186
C 2.208 -2.924 3.694  -0.172
C 0.772 -2.709 3.401  0.443
S -2.289 -1.908 2.673  -0.335
S -0.085 -3.478 4.862  -0.356
C 1.135 -3.007 6.060  0.158
S 0.798 -2.985 7.668  -0.245
S 2.594 -2.439 5.358  -0.195
H 5.076 -4.037 1.710  0.402
H 3.484 -4.480 1.060  0.128
H 3.881 -4.852 2.758  0.427
N 3.785 6.432 2.434  -0.296
C 2.484 6.697 2.158  0.351
O 2.051 7.834 2.175  -0.631
C 1.608 5.535 1.824  1.076
C 0.294 5.811 1.432  -1.149
C -0.549 4.766 1.119  0.007
N -0.187 3.485 1.147  0.309
C 1.066 3.221 1.504  -0.859
C 1.989 4.192 1.857  -1.314
H 4.376 7.211 2.674  0.237
H 4.184 5.512 2.434  0.156
H -0.034 6.837 1.376  0.497
H -1.572 4.955 0.814  0.374
H 1.347 2.178 1.476  0.714
H 2.979 3.878 2.147  0.279

***

The following is a DFT calculation (the ωB97M-V functional and the def2-TZVPD basis) of a cluster of 20 separate species, C38H61Cl22F5O27 in total at a distorted geometry.

## Properties
Orbital gap ... 10.75 eV
Multiplicity ... 1
LUMO level ... 0.2 eV
M ... 1824.84 g/mol
HOMO level ... -10.58 eV

Last column: Mulliken charge in e.
Element x y z (Å)
C -26.523 13.701 -6.567  -0.574
O -26.029 12.399 -6.443  -0.303
C -25.430 12.113 -5.315  0.908
O -25.093 12.851 -4.385  -0.573
O -25.330 10.840 -5.242  -0.367
C -24.837 10.106 -4.188  -0.658
H -27.211 13.460 -7.378  0.277
H -25.835 14.435 -6.987  0.114
H -27.132 13.941 -5.695  0.342
H -23.780 10.325 -4.036  0.187
H -25.033 9.045 -4.032  0.300
H -25.237 10.485 -3.248  0.364
C -12.514 5.228 -0.439  -0.732
O -13.542 5.591 -1.290  -0.301
C -13.348 6.394 -2.314  0.805
O -12.272 6.824 -2.719  -0.610
O -14.586 6.599 -2.795  -0.125
C -14.762 7.317 -4.016  -0.795
H -11.508 5.139 -0.849  0.329
H -12.634 4.234 -0.008  0.270
H -12.452 5.987 0.341  0.274
H -14.279 8.294 -4.032  0.395
H -15.819 7.480 -4.227  0.007
H -14.449 6.708 -4.863  0.478
C -13.335 11.743 2.167  -0.454
O -13.693 11.055 0.974  -0.230
C -14.553 10.077 0.990  0.706
O -15.240 9.689 1.936  -0.634
O -14.669 9.605 -0.310  -0.143
C -15.727 8.684 -0.563  -0.313
H -12.270 11.947 2.049  0.238
H -13.568 11.217 3.094  0.346
H -13.885 12.681 2.110  0.030
H -15.606 7.866 0.146  0.457
H -15.722 8.319 -1.590  -0.202
H -16.754 9.026 -0.427  0.191
C -9.319 10.615 -10.783  -0.631
O -10.370 9.703 -10.403  -0.337
C -11.418 10.077 -9.627  0.721
O -11.564 11.236 -9.091  -0.592
O -12.306 9.120 -9.678  -0.343
C -13.574 9.319 -9.075  -0.377
H -8.567 10.050 -11.334  0.237
H -8.856 11.086 -9.916  0.295
H -9.647 11.382 -11.484  0.295
H -13.516 9.759 -8.080  0.229
H -13.980 8.329 -8.868  0.259
H -14.288 9.825 -9.724  0.256
C -23.280 8.053 -7.312  -0.419
C -21.889 8.657 -6.969  0.355
O -21.367 7.892 -5.974  -0.148
C -22.296 7.104 -5.409  0.622
O -22.177 6.507 -4.328  -0.560
O -23.489 7.315 -6.134  -0.389
F -22.108 9.956 -6.515  -0.235
H -23.155 7.412 -8.185  0.309
H -24.044 8.801 -7.523  0.334
H -21.233 8.566 -7.835  0.141
C -23.467 15.138 -1.434  -0.052
C -24.450 16.143 -1.939  1.028
O -24.376 17.093 -0.935  -0.374
C -23.748 16.712 0.174  0.678
O -23.572 17.353 1.220  -0.590
O -23.374 15.423 -0.007  -0.307
F -25.672 15.601 -1.732  -0.324
H -22.487 15.208 -1.906  -0.203
H -23.766 14.108 -1.626  0.277
H -24.252 16.542 -2.934  -0.209
C -19.532 11.565 -4.879  -0.004
C -18.144 11.234 -4.267  0.722
O -17.485 12.442 -4.186  0.110
C -18.417 13.371 -4.140  0.802
O -18.212 14.552 -3.950  -0.493
O -19.691 12.832 -4.237  -0.216
F -17.455 10.578 -5.253  -0.146
H -20.252 10.772 -4.676  0.183
H -19.466 11.709 -5.957  0.043
H -18.171 10.666 -3.337  -0.840
C -14.312 18.734 -2.738  -0.465
C -15.208 17.667 -3.292  1.272
O -14.362 16.654 -3.707  0.010
C -13.076 17.131 -3.736  0.468
O -12.142 16.596 -4.236  -0.515
O -13.049 18.291 -3.078  -0.388
F -15.830 18.279 -4.283  -0.323
H -14.422 18.860 -1.661  0.264
H -14.375 19.741 -3.150  0.266
H -15.932 17.265 -2.583  -0.621
C -17.763 6.339 -7.560  0.140
C -17.914 7.726 -8.112  0.538
O -18.809 7.657 -9.195  -0.326
C -19.139 6.359 -9.373  0.623
O -19.809 5.892 -10.307  -0.580
O -18.849 5.698 -8.205  -0.346
F -16.777 8.189 -8.585  -0.240
H -17.791 6.287 -6.472  -0.042
H -16.866 5.875 -7.971  0.295
H -18.324 8.551 -7.530  -0.015
C -17.478 11.960 -9.467  -0.140
Cl -16.592 11.253 -8.032  -0.035
Cl -19.216 11.607 -9.331  -0.031
H -17.262 13.028 -9.450  -0.163
H -17.035 11.531 -10.366  0.386
C -14.160 14.145 -8.156  -0.290
Cl -14.614 14.291 -9.913  -0.174
Cl -15.449 14.530 -6.972  0.044
H -13.899 13.113 -7.925  0.021
H -13.275 14.755 -7.973  0.425
C -13.284 15.511 0.319  -0.418
Cl -14.799 15.132 -0.593  0.000
Cl -13.465 15.243 2.076  -0.175
H -12.522 14.822 -0.046  0.321
H -13.040 16.564 0.183  0.306
C -14.424 11.958 -3.503  -0.104
Cl -14.254 11.197 -5.168  -0.050
Cl -12.930 11.658 -2.476  -0.145
H -14.579 13.036 -3.552  0.272
H -15.252 11.467 -2.990  -0.131
C -18.765 6.509 -2.128  -0.529
Cl -19.043 8.273 -2.363  -0.085
Cl -17.968 5.745 -3.472  -0.108
H -18.304 6.390 -1.147  0.359
H -19.743 6.093 -1.889  0.403
C -20.039 16.599 -1.080  -0.334
Cl -18.314 16.735 -1.239  -0.103
Cl -20.336 14.966 -0.352  -0.126
H -20.479 17.391 -0.474  0.480
H -20.451 16.694 -2.085  0.061
C -23.243 16.749 -6.095  0.273
Cl -22.515 15.570 -4.934  0.019
Cl -24.910 17.341 -5.564  -0.199
H -22.582 17.610 -6.196  0.174
H -23.405 16.179 -7.010  -0.206
C -18.458 12.089 0.918  -0.676
Cl -17.988 13.744 1.509  -0.145
Cl -18.064 11.891 -0.783  0.056
H -17.949 11.385 1.576  0.332
H -19.536 11.966 1.026  0.369
C -18.393 16.378 -7.773  0.176
Cl -19.792 15.490 -7.383  -0.014
Cl -17.929 15.941 -9.440  -0.170
H -18.595 17.448 -7.736  0.090
H -17.610 16.235 -7.029  -0.089
C -18.988 19.678 -5.453  0.182
Cl -18.537 21.297 -4.805  -0.182
Cl -20.275 19.802 -6.616  -0.170
H -18.137 19.136 -5.865  0.076
H -19.255 19.001 -4.642  0.103
C -22.148 13.324 -9.722  0.069
Cl -22.786 11.671 -10.205  -0.167
Cl -23.428 14.303 -8.873  -0.156
H -21.226 13.201 -9.155  -0.247
H -21.870 13.845 -10.639  0.435

***

Q: Which of these has the highest M?
A: C38H61Cl22F5O27

***

Q: Which of these has the lowest LUMO level?
A: C38H61CdClN12O3S5